Computed, not measured: the ion C3H6IN2 with charge +1 at a distorted geometry, with ωB97M-V/def2-TZVPD.

Structure (XYZ):
```
12
Properties=species:S:1:pos:R:3:forces:R:3:mulliken_charge:R:1
C -0.7587 1.3336 -0.2328 -0.85 -0.68 -0.28 0.12
C -1.0914 -0.1425 -0.1669 -0.58 0.26 0.13 -0.57
C 1.2354 -0.1577 0.6131 -0.60 3.46 -0.93 -0.53
N 0.3448 1.7751 0.0844 2.53 -2.28 1.10 -0.40
N 0.2245 -0.8600 -0.1718 0.02 -0.42 -0.30 -0.18
I 3.2028 -0.2609 -0.0464 -0.56 -0.07 0.17 0.29
H -1.5536 2.0049 -0.5526 -0.08 0.13 -0.05 0.40
H -1.6237 -0.3296 0.7722 0.16 -0.19 -0.12 0.30
H -1.7144 -0.4729 -1.0000 0.15 -0.14 0.06 0.40
H 1.0714 -0.1484 1.6820 -0.10 -0.23 -0.01 0.42
H 0.0942 -1.8269 0.1631 0.01 0.18 -0.11 0.35
H 0.5688 -0.9148 -1.1445 -0.10 -0.05 0.33 0.40
```
Forces are in eV/Å.

- Strongest force on any atom: 3.64 eV Å⁻¹
- HOMO-LUMO gap (alpha / beta): 8.7 / 8.7 eV
- HOMO energy (alpha / beta): -13.417 / -13.418 eV
- Energy: -14279.0023 eV
- Net charge: +1

Computed, not measured: the ion C3H6IN2O with charge +1 at a distorted geometry, with ωB97M-V/def2-TZVPD.

Structure (XYZ):
```
13
Properties=species:S:1:pos:R:3:forces:R:3:mulliken_charge:R:1
C -0.0965 0.0626 -0.7816 -1.45 3.16 0.83 -0.41
C 1.0743 -1.9814 -0.2572 0.78 -0.83 -3.50 -0.42
C 0.2025 1.5950 1.2947 1.67 -2.34 0.44 -0.25
N -0.4237 0.9889 0.3144 1.31 -1.29 0.20 0.27
N 0.5526 -1.0660 -1.0414 -0.40 -1.51 1.55 -0.13
O -1.7227 1.3739 0.2510 -2.06 -0.89 -2.37 -0.41
I -0.8632 2.6404 2.7097 0.51 0.05 -0.16 0.30
H -0.6650 0.4350 -1.5811 -0.24 0.32 -1.17 0.41
H 0.9921 -1.9902 0.7538 -0.16 0.84 2.82 0.31
H 1.5903 -2.8493 -0.6774 -0.48 0.52 -0.28 0.26
H 1.2747 1.2084 1.5603 -2.08 1.11 -0.91 0.36
H 0.2671 -1.2875 -2.0127 1.26 -0.27 0.49 0.30
H -2.1825 0.8702 -0.5325 1.34 1.12 2.04 0.39
```
Forces are in eV/Å.

- Strongest force on any atom: 3.68 eV Å⁻¹
- HOMO-LUMO gap (alpha / beta): 7.2 / 7.2 eV
- HOMO energy (alpha / beta): -12.054 / -12.051 eV
- Energy: -16323.9748 eV
- Net charge: +1

Computed, not measured: an isolated molecule of C3H6IN3 at a distorted geometry, with ωB97M-V/def2-TZVPD.

Structure (XYZ):
```
13
Properties=species:S:1:pos:R:3:forces:R:3:mulliken_charge:R:1
C 0.8030 -1.2575 0.8387 2.11 -1.72 -0.19 -0.17
C -0.8913 1.3045 0.2870 -0.34 -1.39 -1.98 0.01
C -1.0692 0.7890 -1.1960 -0.98 0.03 1.16 -0.76
N -0.2986 -0.6116 1.5760 -0.64 -0.67 0.90 -0.58
N -0.7202 0.4766 1.2442 0.21 1.67 -0.03 0.23
N 1.4119 -0.6019 -0.1896 -0.16 1.04 -0.83 -0.53
I 3.4217 -0.7095 -0.4644 -0.41 -0.11 0.40 0.05
H 1.6045 -1.6869 1.5999 -2.29 0.15 -1.17 0.35
H 0.0565 -1.9767 0.2752 1.25 0.32 1.28 0.26
H -0.9870 2.3622 0.4865 -0.02 -0.06 0.34 0.36
H -0.1750 0.1381 -1.3253 -0.26 0.92 -0.69 0.27
H -1.2008 1.7388 -1.8292 0.35 -1.90 0.55 0.26
H -1.9555 0.0349 -1.3030 1.19 1.72 0.27 0.24
```
Forces are in eV/Å.

- Strongest force on any atom: 2.73 eV Å⁻¹
- HOMO-LUMO gap (alpha / beta): 8.1 / 6.4 eV
- HOMO energy (alpha / beta): -8.474 / -7.484 eV
- Energy: -15773.3037 eV

Computed, not measured: a cluster of 2 separate species, C3H6IN4 in total at a distorted geometry, with ωB97M-V/def2-TZVPD.

Structure (XYZ):
```
14
Properties=species:S:1:pos:R:3:forces:R:3:mulliken_charge:R:1
C 0.6582 1.6614 -1.2874 1.60 -0.66 1.43 0.07
C -0.2044 -0.5213 -0.4800 1.51 1.03 -0.98 -0.10
C 0.1627 -1.1601 2.1294 0.59 -1.56 -0.07 -0.66
N -0.5363 2.1546 -1.1206 2.41 0.69 -1.05 -0.10
N -1.4289 1.4144 -0.5794 -5.23 1.04 0.85 -0.52
N -1.4001 0.1446 -0.5315 2.99 -2.26 -0.23 0.37
N 0.9392 0.4074 -0.7184 -1.41 0.86 -0.41 -0.07
I -0.1464 -2.3977 -1.3680 0.09 -0.21 0.11 0.26
H 1.5305 2.3341 -1.6412 -1.68 -1.47 0.21 0.36
H -0.5199 -0.6829 2.8740 0.61 -0.38 -0.94 0.32
H 1.1593 -0.6621 1.9300 -1.36 -0.73 0.33 0.27
H 0.1018 -2.3413 2.0352 0.17 2.82 0.12 0.28
H -2.2338 -0.4852 -0.5609 0.23 1.35 0.56 0.27
H 1.9180 0.1342 -0.6812 -0.52 -0.52 0.09 0.26
```
Forces are in eV/Å.

- Strongest force on any atom: 5.40 eV Å⁻¹
- HOMO-LUMO gap (alpha / beta): 7.0 / 6.7 eV
- HOMO energy (alpha / beta): -13.028 / -12.690 eV
- Energy: -17255.7171 eV
- Net charge: +1